1.
This record from the OMol25 dataset describes a structure of composition C44H45N11OS2Sn. The level of theory is wB97M-V/def2-TZVPD.

Structure (XYZ):
```
104
Properties=species:S:1:pos:R:3:mulliken_charge:R:1
Sn -0.90989 -0.21294 0.01111 1.6199
C -2.08862 -4.46170 0.54236 -0.5771
C -2.46678 -4.22812 -0.92618 -0.7221
C -2.35063 -2.77643 -1.44673 -0.4891
N -2.64915 -1.77039 -0.44891 0.4493
C -3.85508 -1.62470 0.01248 0.4988
C -4.99393 -2.27705 -0.54888 -0.8159
C -6.28137 -2.44487 -0.08335 -0.3896
C -6.86110 -2.08150 1.12584 -0.6150
C -6.22432 -1.33689 2.11557 -0.4685
C -5.00324 -0.70233 2.11338 -0.7836
C -3.97627 -0.61298 1.11417 1.2257
N -3.02594 0.26908 1.14136 -0.0857
C -3.10177 1.39779 2.05445 -1.1295
C -2.34094 1.19589 3.36680 -0.4721
C -0.82434 1.19919 3.17113 -0.8694
N -0.36254 -0.00969 2.52458 1.1711
C 0.11738 -0.99032 3.21006 0.2226
C 0.09014 -1.05903 4.65092 -1.4033
C 0.92163 -1.70907 5.52976 -0.3054
C 2.03154 -2.51841 5.28166 -0.7612
C 2.40260 -2.98141 4.02435 -0.3961
C 1.77646 -2.87576 2.79810 -0.2460
C 0.61371 -2.14840 2.38519 0.4677
N -0.02639 -2.32328 1.26517 0.4808
C 0.27037 -3.47667 0.43418 -0.3835
C -0.60124 -4.67478 0.80883 -1.2540
H -2.42960 -3.61504 1.14097 0.1211
H -2.63731 -5.33705 0.90434 0.3813
H -1.84659 -4.86198 -1.57200 0.5278
H -3.49784 -4.56256 -1.06209 0.3939
H -1.34132 -2.57093 -1.80551 -0.5108
H -2.98696 -2.66310 -2.33304 0.6526
H -4.80407 -2.71694 -1.51979 0.2832
H -6.93191 -2.98860 -0.76509 0.2958
H -7.87584 -2.40989 1.31742 0.2810
H -6.79008 -1.20858 3.03597 0.2970
H -4.76808 -0.17141 3.02641 0.1774
H -2.66175 2.25516 1.53590 -0.3556
H -4.14750 1.64599 2.26789 0.6238
H -2.60948 2.01525 4.04277 0.3952
H -2.64606 0.25807 3.84360 0.4065
H -0.57506 2.03951 2.51143 -0.6192
H -0.31362 1.37349 4.12589 0.6671
H -0.68763 -0.45681 5.10503 0.2966
H 0.69590 -1.53183 6.57966 0.3101
H 2.63202 -2.82598 6.12977 0.3001
H 3.31791 -3.56924 4.00124 0.2999
H 2.26948 -3.41887 2.00230 0.1687
H 0.07949 -3.19603 -0.59947 -0.4149
H 1.32254 -3.78001 0.45706 0.6391
H -0.24730 -5.55449 0.25562 0.4439
H -0.45413 -4.88462 1.87357 0.3972
C 1.69436 3.19072 -3.20142 -1.5022
C 0.99525 1.92842 -2.75551 -0.1459
N 0.78812 1.69766 -1.51862 0.6505
N 1.33688 2.54918 -0.57869 -0.5494
C 0.52148 3.18115 0.18504 -0.0108
S -1.18280 3.28035 0.17646 -0.3959
S 1.36190 4.04252 1.55928 -0.2987
C 2.83480 4.69407 0.74326 -0.8152
C 2.58671 5.66779 -0.38548 0.5540
C 3.59972 5.88712 -1.31629 -0.4030
C 3.43389 6.78713 -2.35734 -0.5039
C 2.23786 7.48010 -2.49030 -0.3958
C 1.21781 7.25721 -1.57685 -0.5940
C 1.38891 6.35916 -0.53132 -0.2210
C 0.55887 0.92339 -3.75595 0.7436
C 1.31257 0.77319 -4.91769 -0.8078
C 0.99340 -0.11834 -5.93802 -0.9970
C -0.18048 -0.86406 -5.80800 -0.3511
C -0.94961 -0.75501 -4.66994 -0.3404
C -0.59450 0.07787 -3.55360 0.3948
O -1.30661 0.04986 -2.50386 -1.2501
H 1.15561 4.05270 -2.80210 0.1944
H 1.74715 3.28493 -4.28368 0.5646
H 2.70021 3.23076 -2.77849 0.2929
H 3.43906 3.86397 0.37539 0.2454
H 3.39780 5.18928 1.54107 0.5280
H 4.52439 5.32574 -1.23029 0.3628
H 4.23090 6.93232 -3.07736 0.3495
H 2.09473 8.16997 -3.31355 0.3608
H 0.26818 7.76638 -1.68975 0.3708
H 0.57416 6.14762 0.15061 0.2979
H 2.21517 1.36650 -5.02377 0.3714
H 1.61999 -0.19843 -6.81860 0.3411
H -0.49543 -1.52872 -6.60824 0.3376
H -1.86306 -1.32917 -4.55558 0.2762
N 3.11619 -2.54465 -3.08047 0.1440
C 1.83527 -2.18675 -2.89180 -0.7607
N 1.70064 -1.63348 -1.71362 0.5914
C 2.96370 -1.65717 -1.21133 -0.1475
N 3.86385 -2.20213 -2.00953 -0.9873
C 3.31004 -1.05056 0.08704 0.4999
C 4.49646 -1.34716 0.75261 -0.5721
N 4.82510 -0.75399 1.89432 -0.6824
C 3.95765 0.14295 2.35771 -0.8358
C 2.78019 0.45056 1.68829 -0.2417
N 2.45043 -0.15662 0.55793 0.7721
H 3.55045 -2.91069 -3.90742 0.2080
H 1.05919 -2.30825 -3.63383 0.6450
H 5.18698 -2.07496 0.34269 0.4711
H 4.20402 0.63283 3.29296 0.4162
H 2.09698 1.20794 2.05633 0.3982
```

Summary:
E_HOMO ... -1.344 eV
Multiplicity ... 1
Lowest unoccupied orbital energy ... 4.27 eV
F_max ... 0.5 eV/Å
Net charge ... -2



2.
This record from the OMol25 dataset describes a structure of composition C44H45N7O6ReS. The level of theory is wB97M-V/def2-TZVPD.

Structure (XYZ):
```
104
Properties=species:S:1:pos:R:3:mulliken_charge:R:1
Re 0.02976 0.22693 0.32628 1.3339
C 2.47040 6.08140 -3.33294 -1.6254
C 2.08526 4.70846 -2.84201 0.0821
C 2.19826 3.58146 -3.63577 -0.8521
C 1.81434 2.30790 -3.19491 0.4412
C 1.95768 1.19636 -4.07338 -0.1170
N 1.66662 -0.01616 -3.73968 0.5489
C 1.64027 -1.18063 -4.61628 -0.7612
C 0.20487 -1.66753 -4.80003 -1.0656
C -0.43017 -2.18225 -3.50544 1.6420
N 0.03542 -3.53421 -3.19428 0.1412
C 1.02239 -3.95648 -2.47527 -0.8371
C 2.00016 -3.33268 -1.62796 0.9315
C 3.17398 -4.10452 -1.48210 -0.6348
C 4.23293 -3.73541 -0.68629 -0.2011
C 5.50071 -4.55017 -0.59401 -1.5957
C 4.04867 -2.59505 0.08354 -1.2406
C 2.89672 -1.81479 0.03524 0.6303
C 2.85740 -0.70718 0.94272 0.0849
N 1.96693 0.19252 1.15207 0.0731
C 2.37869 1.24068 2.13300 -1.2841
C 1.30546 1.71569 3.10392 -0.3742
C 0.14627 2.45138 2.40910 -0.9298
N 0.24380 2.20093 0.95135 -0.3384
C 0.71695 3.19698 0.27708 -0.1762
C 1.17209 3.27554 -1.07446 0.8878
C 1.59204 4.51865 -1.55744 -1.1280
C 1.26186 2.13485 -1.89543 0.0327
O 0.89188 0.97110 -1.50249 -0.2780
C 1.84098 -2.13475 -0.85292 -0.1866
O 0.76327 -1.43792 -0.92622 1.1933
H 3.08310 6.02621 -4.23091 0.3879
H 3.02793 6.62795 -2.57214 0.3875
H 1.58112 6.66705 -3.57143 0.3348
H 2.60753 3.67392 -4.63834 0.4299
H 2.33598 1.36421 -5.07912 0.4936
H 1.30391 -0.11413 -2.78254 -0.5021
H 2.25119 -1.95944 -4.15684 0.2532
H 2.08163 -0.92342 -5.57728 0.5802
H 0.20654 -2.44985 -5.56210 0.4304
H -0.41570 -0.85172 -5.17704 0.4057
H -1.50982 -2.22809 -3.62052 0.3223
H -0.22108 -1.54223 -2.65505 -1.9179
H -0.53364 -4.26650 -3.59732 0.3674
H 1.16093 -5.02980 -2.56787 0.5012
H 3.25232 -5.02477 -2.05535 0.4652
H 5.64655 -5.16319 -1.48196 0.4032
H 5.46560 -5.21594 0.27166 0.3295
H 6.37172 -3.90599 -0.47402 0.4112
H 4.83656 -2.31199 0.77677 0.5631
H 3.75656 -0.63411 1.55140 0.3370
H 2.74207 2.08595 1.54449 0.2517
H 3.20965 0.86148 2.72318 0.8126
H 1.79356 2.38568 3.81205 0.5943
H 0.94446 0.86611 3.66417 0.0646
H 0.20590 3.52211 2.59956 0.7255
H -0.81721 2.10812 2.75962 0.1941
H 0.82314 4.13071 0.82813 0.3931
H 1.53132 5.37953 -0.89565 0.5570
C -6.05533 -4.11426 3.83815 -1.5721
C -5.00562 -3.74217 2.82532 1.1033
C -5.10158 -2.56148 2.09640 -1.1102
C -4.10460 -2.17067 1.21484 -0.2137
C -2.98964 -2.98126 1.06144 0.7185
C -2.88148 -4.18649 1.75842 -1.3475
C -3.88944 -4.56071 2.62558 -0.8526
S -1.57478 -2.57833 0.08268 1.5902
O -1.56357 -3.42423 -1.08779 -0.6463
O -0.44578 -2.72399 0.96780 -0.7075
N -1.63461 -0.99438 -0.35118 0.2260
C -2.61394 -0.58930 -1.26522 -0.6293
C -3.53598 -1.39784 -1.90206 -0.0003
C -4.47831 -0.86374 -2.80185 -1.1036
C -4.53284 0.47119 -3.06346 -1.0542
C -3.63663 1.32979 -2.39722 1.3924
C -3.67635 2.73167 -2.55724 -1.0529
C -2.83332 3.51278 -1.83071 -1.3807
C -1.91226 2.89471 -0.96919 -0.1179
N -1.79093 1.59725 -0.83544 0.6493
C -2.66942 0.79630 -1.51253 -0.8292
H -7.01811 -3.66383 3.60082 0.3905
H -5.75460 -3.75756 4.82667 0.2893
H -6.17616 -5.19468 3.90566 0.4047
H -5.96774 -1.92272 2.22878 0.3960
H -4.19069 -1.23255 0.68536 0.3083
H -2.00629 -4.81126 1.62122 0.4908
H -3.80705 -5.49552 3.16676 0.4182
H -3.54653 -2.45978 -1.71031 0.6413
H -5.17643 -1.53812 -3.28377 0.4964
H -5.26336 0.88568 -3.74659 0.4689
H -4.39614 3.16424 -3.24183 0.5172
H -2.86342 4.59209 -1.89494 0.5028
H -1.27383 3.51772 -0.36370 0.8554
O 0.94661 -1.44784 3.16943 -0.5384
C -0.22278 -1.15371 3.10484 -0.2847
C -1.31046 -1.61826 4.04516 -0.7689
C -2.45647 -0.64095 3.80233 -0.6995
C -2.12235 -0.01351 2.46739 0.0539
O -2.85159 0.66984 1.78553 -0.5260
N -0.78444 -0.27379 2.15418 1.2803
H -0.94382 -1.65476 5.06770 0.5810
H -1.58094 -2.63410 3.74761 0.0576
H -2.46790 0.15734 4.54864 0.3560
H -3.44822 -1.08495 3.78618 0.2739
```

Summary:
E_HOMO (alpha / beta) ... -12.190 / -12.122 eV
Multiplicity ... 2
Lowest unoccupied orbital energy (alpha / beta) ... -6.21 / -6.12 eV
F_max ... 2.6 eV/Å
Net charge ... +2